1.
This record from the Open Molecules 2025 dataset describes a 2-piece molecular cluster, C6H14N4OPS overall at a distorted geometry. The level of theory is ωB97M-V/def2-TZVPD.

Geometry as ORCA input:
```
! RIJCOSX wB97M-V def2-TZVPD def2/J DEFGRID3
* xyz 1 1
C -3.9375 1.1771 0.8669
C -4.6962 0.1746 0.4845
C -2.1559 0.3284 -0.4023
C -2.3745 1.4229 0.4793
C 1.8973 1.0507 -1.2703
C 2.0309 0.9576 0.2530
N -2.7691 -0.6048 -0.9625
N 0.3348 -1.8604 -1.3663
N 1.9371 -2.7152 0.6814
N 1.1526 -0.0297 0.7257
O -0.5571 -1.8849 1.0529
P 0.7905 -1.5457 0.2319
S -4.2071 -1.2280 -0.4430
H -4.3263 2.0656 1.2699
H -5.6961 0.3020 0.7656
H -2.5189 2.4544 0.0976
H -1.8585 1.5638 1.4223
H 2.8041 0.5616 -1.6325
H 1.0654 0.5430 -1.6705
H 1.8600 2.0885 -1.4987
H 2.9334 0.7112 0.7836
H 1.7639 1.8647 0.6471
H -0.4023 -2.1218 1.9224
H -0.2257 -1.1104 -1.7017
H 0.1881 -2.8380 -1.3585
H 2.1218 -3.3605 -0.0526
H 2.7222 -2.2448 1.1132
*
```

Output
- highest occupied orbital energy (alpha / beta) (eV) = -11.22 / -11.21
- LUMO level (alpha / beta) (eV) = -6.42 / -6.42

2.
This record from the Open Molecules 2025 dataset describes one molecule with the formula C6H14N4S at a distorted geometry. The level of theory is ωB97M-V/def2-TZVPD.

Geometry as ORCA input:
```
! RIJCOSX wB97M-V def2-TZVPD def2/J DEFGRID3
* xyz 0 1
C 1.2116 -1.2364 -2.0452
C -0.2313 -1.1345 -0.4951
C -2.1888 -0.4261 1.3654
C -2.0404 1.3813 -0.2787
C 2.0656 -0.0689 1.1747
C -1.2084 0.6902 0.8470
N 2.0765 -0.2567 -1.7034
N 1.5118 0.8697 -1.0860
N -0.0799 -0.0842 0.3660
N 1.1711 0.6269 0.2764
S 0.8280 -2.5011 -0.7756
H 0.6973 -1.2820 -2.9695
H -1.2253 -1.2121 -0.9531
H -1.7195 -1.1554 2.1586
H -3.0783 0.1397 1.6799
H -2.4475 -1.0326 0.4652
H -1.8883 0.9053 -1.1553
H -1.7244 2.4079 -0.3995
H -3.0193 1.4875 0.1719
H 3.0795 0.2875 0.9402
H 1.8808 0.3184 2.2078
H 2.0611 -1.1646 1.2015
H -0.9137 1.2708 1.6543
H 3.0925 -0.4784 -1.4598
H 2.0892 1.6478 -1.1879
*
```

Output
- highest occupied orbital energy (eV) = -7.19
- LUMO level (eV) = 0.89

3.
This record from the Open Molecules 2025 dataset describes a 2-piece molecular cluster, C6H14N5 overall at a distorted geometry. The level of theory is ωB97M-V/def2-TZVPD.

Geometry as ORCA input:
```
! RIJCOSX wB97M-V def2-TZVPD def2/J DEFGRID3
* xyz 2 2
C -1.1136 -2.8771 -1.1109
C 0.1132 -0.9142 -1.8284
N -0.8334 -1.8912 -2.0449
N 0.0439 0.2221 -2.6938
N 1.0302 -0.9190 -0.7635
H -1.7917 -1.7332 -2.6745
H -0.1809 0.1427 -3.6918
H 0.7652 0.8952 -2.5763
H 1.0424 -1.6055 -0.0574
H 1.5119 -0.0442 -0.6254
H -1.0798 -2.7357 -0.0314
H -0.5585 -3.8087 -1.3418
H -2.1361 -3.2023 -1.3390
C 2.0478 1.9508 2.3114
C -0.8369 1.3457 0.2934
C 0.7289 1.5524 1.8345
C -0.5385 1.1645 2.4928
N 0.4474 1.6288 0.4756
N -1.4516 1.1374 1.4794
H -1.2134 1.4976 -0.7091
H -2.4259 1.0838 1.7304
H -0.5912 0.7986 3.4317
H 2.7943 1.9807 1.4863
H 2.3419 1.4335 3.1895
H 1.8844 2.8974 2.7632
*
```

Output
- highest occupied orbital energy (alpha / beta) (eV) = -17.54 / -17.54
- expectation value of S² = 0.76
- LUMO level (alpha / beta) (eV) = -7.19 / -10.93

4.
This record from the Open Molecules 2025 dataset describes an isolated ion of composition C6H14NO and charge -1 at a distorted geometry. The level of theory is ωB97M-V/def2-TZVPD.

Geometry as ORCA input:
```
! RIJCOSX wB97M-V def2-TZVPD def2/J DEFGRID3
* xyz -1 1
C 0.2944 1.8011 2.5898
C 0.0183 1.4912 1.0496
C -0.3283 0.0456 0.6089
C -1.7795 -0.4039 1.0309
C -0.2118 -0.0896 -0.9001
N 0.7357 0.7363 -1.6266
C 0.3067 -1.8778 -1.1469
O 1.0171 -1.8875 -2.2187
H 0.2963 0.9335 3.2523
H 1.3342 2.1322 2.7103
H -0.5878 2.3898 2.8893
H 0.9784 1.8057 0.6678
H -0.7401 2.1715 0.6462
H 0.3922 -0.6503 1.0981
H -2.4846 -0.5584 0.2086
H -2.1055 0.2461 1.8232
H -1.6604 -1.3288 1.6099
H -1.1775 0.0919 -1.3771
H 1.2041 0.0418 -2.2333
H 1.4625 1.1381 -1.0479
H 0.8049 -2.0912 -0.1577
H -0.6511 -2.4137 -1.1125
*
```

Output
- highest occupied orbital energy (eV) = -2.33
- SMILES = CC[C@@H](C)[C@@H](N)C[O-]
- LUMO level (eV) = 3.66

5.
This record from the Open Molecules 2025 dataset describes an isolated ion of composition C6H14NO and charge -1 at a distorted geometry. The level of theory is ωB97M-V/def2-TZVPD.

Geometry as ORCA input:
```
! RIJCOSX wB97M-V def2-TZVPD def2/J DEFGRID3
* xyz -1 1
C -1.5802 -2.7081 0.9872
C -1.2682 -1.4270 0.1328
C -0.5516 -0.2424 0.6885
N 0.4108 0.2685 -0.2917
C -0.3162 0.8876 -1.4645
C 1.2519 1.2789 0.4575
C 2.3380 1.8649 -0.5343
O 2.8418 3.0004 -0.1073
H -2.0317 -2.4686 1.8920
H -2.3759 -3.1539 0.4753
H -0.6550 -3.2377 1.1632
H -0.8149 -1.9090 -0.8321
H -2.2533 -1.0870 -0.1812
H 0.1309 -0.6998 1.4686
H -1.2218 0.4490 1.1588
H -0.5038 0.1504 -2.1758
H 0.3308 1.7196 -1.7623
H -1.3169 1.4159 -1.1725
H 1.8985 0.7546 1.1881
H 0.7237 2.1130 1.0142
H 1.9060 2.0660 -1.5038
H 3.0569 0.9650 -0.6008
*
```

Output
- highest occupied orbital energy (eV) = -2.08
- SMILES = CCCN(C)CC[O-]
- LUMO level (eV) = 3.41

6.
This record from the Open Molecules 2025 dataset describes a 2-piece molecular cluster, C6H14NO overall at a distorted geometry. The level of theory is ωB97M-V/def2-TZVPD.

Geometry as ORCA input:
```
! RIJCOSX wB97M-V def2-TZVPD def2/J DEFGRID3
* xyz -1 1
C 2.3438 0.0130 0.4501
O 2.4831 1.2072 -0.0469
C 1.8507 -0.9383 -0.6194
C 0.3474 -0.7371 -0.9954
C -0.1972 0.6389 -0.9546
C -0.8488 1.2805 0.3409
C -2.0408 0.3758 0.7899
N -3.1307 0.2830 -0.0821
H 3.3995 -0.4729 0.7424
H 1.6940 -0.0797 1.3515
H 2.4995 -0.7800 -1.4256
H 1.9925 -1.9389 -0.1905
H -0.1285 -1.3033 -0.1966
H 0.1226 -1.2269 -1.8508
H 0.6103 1.3394 -1.1579
H -1.0050 0.6959 -1.7006
H -1.2846 2.2281 0.3562
H -0.1596 1.4216 1.1717
H -1.6519 -0.7526 0.9447
H -2.2930 0.7402 1.8179
H -1.5042 -1.3266 1.6813
H -3.0992 -0.6672 -0.4261
*
```

Output
- highest occupied orbital energy (eV) = -2.47
- LUMO level (eV) = 1.78